Entry 1:
Computed, not measured: C27H44AlN3P3S as an isolated structure, with ωB97M-V/def2-TZVPD.

Values from the calculation:
- Relative energy (zero: lowest compared OMol25 entry of this formula, charge and spin): 4.122 eV
- HOMO energy (alpha / beta): -16.114 / -16.114 eV
- Charge: +3
- Gap between HOMO and LUMO (alpha / beta): 5.122 / 5.121 eV

Each line ends with the Löwdin charge.
Atoms and positions in Å:
Al: -0.426 -0.775 -0.965  0.078
P: 1.224 0.478 -2.032  0.784
P: 0.477 2.521 1.192  0.773
P: -0.511 -3.008 -1.490  0.772
H: -3.102 4.025 0.886  0.077
C: -3.264 3.094 0.312  -0.022
C: -2.859 1.847 0.655  -0.105
H: -1.880 1.530 1.085  -0.016
C: 0.680 1.420 -3.482  -0.213
C: 2.448 1.610 -1.289  -0.224
C: 2.334 -0.762 -2.730  -0.220
C: -0.442 2.890 2.750  -0.261
C: 2.120 2.813 1.959  -0.272
C: 0.261 4.127 0.310  -0.263
C: -1.909 -3.924 -0.805  -0.187
C: 1.030 -3.310 -0.525  -0.204
C: -0.323 -3.634 -3.173  -0.200
H: -3.487 3.225 -0.761  0.075
H: -3.361 1.009 0.189  0.004
H: 1.603 1.687 -4.009  0.078
H: 0.146 2.328 -3.181  0.077
H: 0.025 0.822 -4.125  0.032
H: 3.162 1.845 -2.100  0.092
H: 3.004 1.124 -0.469  0.042
H: 1.982 2.546 -0.926  0.011
H: 2.865 -0.238 -3.538  0.082
H: 1.796 -1.630 -3.131  0.040
H: 3.047 -1.096 -1.961  0.073
H: -0.001 3.817 3.163  0.063
H: -0.264 2.041 3.432  0.047
H: -1.521 3.000 2.552  0.028
H: 2.059 3.828 2.380  0.060
H: 2.929 2.750 1.218  0.035
H: 2.277 2.072 2.759  0.042
H: 0.272 4.930 1.060  0.062
H: -0.706 4.114 -0.213  0.026
H: 1.076 4.257 -0.417  0.037
H: -1.906 -4.907 -1.282  0.079
H: -2.839 -3.396 -1.038  0.062
H: -1.794 -4.023 0.275  0.068
H: 0.916 -4.290 -0.006  0.090
H: 1.143 -2.525 0.265  0.021
H: 1.926 -3.249 -1.173  0.066
H: -1.228 -4.199 -3.411  0.074
H: 0.535 -4.309 -3.200  0.082
H: -0.217 -2.801 -3.878  0.044
C: -3.818 -0.243 -3.083  -0.561
C: -4.348 0.183 -4.319  -0.065
C: -5.722 0.279 -4.486  -0.024
C: -6.593 0.025 -3.429  0.005
C: -6.063 -0.256 -2.167  -0.021
C: -4.683 -0.386 -1.989  -0.095
S: -2.095 -0.586 -2.926  0.910
H: -1.555 0.319 -1.508  -0.015
H: -3.666 0.420 -5.130  0.120
H: -6.113 0.515 -5.465  0.130
H: -7.665 0.017 -3.580  0.135
H: -6.722 -0.400 -1.323  0.126
H: -4.235 -0.570 -1.014  0.090
N: 7.036 -0.409 6.369  0.214
C: 6.114 -0.568 5.669  -0.139
C: 4.977 -0.813 4.823  -0.194
C: 5.006 -0.528 3.463  0.012
C: 3.861 -0.636 2.678  0.002
C: 2.678 -1.058 3.295  -0.189
C: 2.649 -1.487 4.624  0.022
C: 3.815 -1.368 5.375  0.025
N: 1.436 -0.951 2.614  0.041
C: 0.166 -1.366 3.076  0.039
C: -0.705 -1.213 2.051  -0.057
N: -0.008 -0.717 0.949  -0.088
C: 1.272 -0.473 1.366  -0.175
H: 5.925 -0.213 3.017  0.130
H: 3.870 -0.399 1.615  0.104
H: 1.745 -1.891 5.095  0.120
H: 3.806 -1.679 6.417  0.143
H: 0.046 -1.792 4.057  0.134
H: -1.772 -1.373 2.010  0.135
H: 2.065 -0.060 0.717  0.100

***

Entry 2:
Computed, not measured: a 7-piece molecular cluster, C27H44BClF4NO20P overall, with ωB97M-V/def2-TZVPD.

Values from the calculation:
- HOMO energy: -9.285 eV
- Gap between HOMO and LUMO: 9.248 eV
- SMILES: COCCCP(F)(Cl)(CCC(F)(F)F)B(O)N(C)C.O=C1OCCO1.O=C1OCCO1.O=C1OCCO1.O=C1OCCO1.O=C1OCCO1.O=C1OCCO1

Each line ends with the Löwdin charge.
Atoms and positions in Å:
C: -0.441 6.379 3.483  -0.108
O: 0.916 6.024 3.615  -0.186
C: 1.420 5.322 2.505  -0.237
C: 1.353 3.806 2.713  -0.201
C: 2.541 3.278 3.513  -0.323
P: 2.677 1.467 3.473  0.716
F: 1.477 1.362 4.682  -0.293
Cl: 4.292 1.554 1.923  0.309
C: 1.592 0.492 2.366  -0.274
C: 2.249 -0.629 1.592  -0.162
C: 2.359 -0.384 0.086  -0.455
F: 3.637 -0.566 -0.418  0.078
F: 1.898 0.870 -0.348  0.056
F: 1.519 -1.318 -0.604  0.027
B: 3.822 0.527 4.732  -0.673
O: 3.639 -0.829 4.857  0.144
N: 4.713 1.210 5.603  -0.107
C: 5.511 2.291 5.012  -0.093
C: 5.544 0.308 6.408  -0.071
H: -1.106 5.514 3.471  0.087
H: -0.694 7.003 4.341  0.090
H: -0.603 6.949 2.562  0.086
H: 2.453 5.646 2.357  0.124
H: 0.863 5.580 1.594  0.120
H: 0.420 3.571 3.230  0.122
H: 1.326 3.347 1.719  0.105
H: 2.441 3.537 4.572  0.108
H: 3.464 3.717 3.137  0.054
H: 0.848 0.098 3.027  0.064
H: 1.085 1.189 1.701  0.089
H: 1.633 -1.531 1.695  0.111
H: 3.245 -0.883 1.952  0.098
H: 3.000 -1.207 4.267  0.070
H: 6.095 1.967 4.145  0.071
H: 4.875 3.119 4.706  0.063
H: 6.203 2.669 5.770  0.087
H: 6.192 0.913 7.049  0.085
H: 4.918 -0.314 7.043  0.089
H: 6.179 -0.337 5.788  0.097
O: -3.449 2.775 -1.750  0.162
C: -2.665 1.929 -2.027  -0.567
O: -2.978 0.810 -2.706  0.065
C: -1.768 0.143 -3.078  -0.107
C: -0.782 0.670 -2.050  -0.113
O: -1.347 1.953 -1.731  0.073
H: -1.914 -0.933 -3.041  0.126
H: -1.508 0.442 -4.094  0.132
H: -0.762 0.064 -1.144  0.124
H: 0.229 0.790 -2.425  0.127
O: -0.266 -5.324 -4.231  0.141
C: 0.715 -4.657 -4.127  -0.600
O: 1.971 -5.110 -4.146  0.082
C: 2.872 -3.981 -4.116  -0.080
C: 1.994 -2.899 -3.512  -0.092
O: 0.680 -3.328 -3.917  0.041
H: 3.750 -4.217 -3.524  0.137
H: 3.167 -3.740 -5.133  0.115
H: 2.015 -2.875 -2.424  0.118
H: 2.207 -1.909 -3.904  0.123
O: -4.924 -3.763 0.093  0.165
C: -4.367 -4.139 -0.882  -0.585
O: -4.974 -4.629 -1.982  0.066
C: -4.001 -4.762 -3.029  -0.098
C: -2.703 -4.865 -2.248  -0.098
O: -3.029 -4.135 -1.050  0.040
H: -4.224 -5.636 -3.632  0.134
H: -4.040 -3.869 -3.654  0.132
H: -2.463 -5.893 -1.976  0.138
H: -1.853 -4.416 -2.743  0.101
O: 0.347 -1.970 3.517  0.139
C: -0.624 -2.557 3.156  -0.569
O: -1.826 -1.990 2.968  0.077
C: -2.683 -2.932 2.299  -0.098
C: -2.032 -4.256 2.666  -0.091
O: -0.660 -3.867 2.859  0.070
H: -3.701 -2.821 2.659  0.135
H: -2.651 -2.735 1.228  0.115
H: -2.409 -4.662 3.605  0.134
H: -2.095 -5.009 1.888  0.129
O: 3.168 -0.865 -6.085  0.171
C: 2.286 -1.297 -6.744  -0.588
O: 2.060 -2.615 -6.938  0.036
C: 0.771 -2.780 -7.549  -0.096
C: 0.578 -1.430 -8.222  -0.099
O: 1.353 -0.565 -7.379  0.070
H: 0.796 -3.621 -8.235  0.136
H: 0.036 -2.967 -6.765  0.129
H: 0.994 -1.401 -9.229  0.134
H: -0.453 -1.091 -8.243  0.133
O: -5.386 4.414 2.872  0.164
C: -5.758 4.460 1.749  -0.589
O: -6.977 4.055 1.334  0.058
C: -7.160 4.477 -0.021  -0.114
C: -5.727 4.617 -0.510  -0.110
O: -5.036 4.928 0.712  0.063
H: -7.737 3.733 -0.562  0.129
H: -7.700 5.425 -0.019  0.129
H: -5.326 3.694 -0.919  0.100
H: -5.587 5.420 -1.227  0.133

***

In the order shown, the computed strongest force on any atom values come out to 0.049; 0.047 hartree/bohr.